Record 1
{
  "formula": "C3H12NOS",
  "method": "the ωB97M-V functional and the def2-TZVPD basis",
  "symbols": ["H", "H", "C", "H", "O", "H", "N", "H", "H", "C", "H", "H", "H", "C", "H", "S", "H", "H"],
  "positions_angstrom": [[1.473, -0.661, 1.242], [-1.768, 0.725, 0.280], [-1.623, -1.734, 0.399], [-0.833, 0.656, -1.230], [1.284, -0.427, -2.498], [1.220, 1.832, -0.456], [0.537, -1.027, 1.435], [1.867, 0.337, -2.405], [0.980, -0.298, -3.413], [-0.774, 0.550, -0.135], [-2.118, -1.559, 1.356], [0.191, -1.401, -0.610], [-1.367, -2.789, 0.325], [-0.349, -0.915, 0.199], [0.202, -0.428, 2.196], [0.159, 2.022, 0.364], [-2.272, -1.532, -0.448], [0.655, -1.985, 1.784]],
  "multiplicity": 2,
  "total_charge": 2,
  "lumo_energy_ha": [-0.29897, -0.49681],
  "e_homo_ha": [-0.706, -0.706],
  "de_lowest_kcal_mol": 18.1
}

***

Record 2
{
  "formula": "C4H16NO3",
  "method": "the ωB97M-V functional and the def2-TZVPD basis",
  "symbols": ["N", "O", "H", "H", "H", "H", "C", "H", "H", "H", "C", "H", "H", "H", "C", "H", "H", "H", "H", "H", "H", "O", "O", "C"],
  "positions_angstrom": [[1.258, 0.117, -0.889], [-1.133, -0.750, -2.352], [1.816, -0.716, -1.092], [-1.586, -1.488, -2.770], [-1.531, 0.998, 2.667], [2.912, -1.386, -3.111], [-0.482, 0.837, 2.431], [-1.868, -0.178, -2.078], [0.401, -0.019, -1.442], [-4.507, -0.320, -1.023], [-0.115, 0.523, 1.032], [1.804, 0.829, -1.383], [-0.866, -0.038, 0.477], [4.078, -0.562, -2.643], [1.087, 0.627, 0.479], [1.338, -0.045, 3.212], [0.123, 0.215, 4.525], [-4.277, 0.425, -2.400], [-0.066, 1.802, 2.758], [1.945, 1.096, 0.921], [0.115, -1.130, 3.345], [-3.865, -0.070, -1.692], [3.143, -0.717, -2.449], [0.276, -0.048, 3.477]],
  "total_charge": 1,
  "lumo_energy_ha": -0.10032,
  "e_homo_ha": -0.504,
  "de_lowest_kcal_mol": 25.5
}

***

Record 3
{
  "formula": "C7H10N4",
  "method": "the ωB97M-V functional and the def2-TZVPD basis",
  "symbols": ["H", "N", "C", "C", "H", "C", "H", "N", "H", "H", "H", "N", "C", "H", "H", "H", "C", "C", "N", "C", "H"],
  "positions_angstrom": [[-0.526, 1.446, -2.764], [0.133, -2.406, 2.136], [2.433, 0.730, -0.257], [-0.545, 0.533, -2.124], [-1.495, 0.456, -1.621], [-1.662, 0.524, 0.947], [-0.343, -0.190, -2.878], [0.509, 0.537, -1.226], [0.920, -2.208, 1.475], [3.429, 0.921, 0.046], [-2.928, 2.258, 0.666], [1.595, 0.156, 0.654], [-0.756, -0.592, 0.843], [2.097, 1.608, -2.247], [-0.712, -0.698, 2.881], [-1.225, -1.204, 0.138], [-2.124, 1.595, 0.668], [1.769, 0.989, -1.423], [-0.693, -1.300, 2.075], [0.475, 0.097, 0.033], [-0.351, -3.251, 1.978]],
  "smiles": "C#C[C@H](NN)c1nccn1C",
  "lumo_energy_ha": 0.02761,
  "e_homo_ha": -0.318,
  "de_lowest_kcal_mol": 106.3
}

***

Record 4
{
  "formula": "C38H47N5OSr",
  "method": "the ωB97M-V functional and the def2-TZVPD basis",
  "symbols": ["C", "H", "N", "C", "H", "C", "C", "C", "H", "N", "C", "C", "C", "H", "H", "H", "H", "H", "H", "Sr", "H", "C", "C", "H", "H", "C", "H", "H", "N", "H", "C", "N", "H", "H", "C", "H", "C", "H", "O", "C", "C", "H", "H", "H", "C", "C", "H", "C", "C", "C", "C", "C", "H", "H", "C", "H", "H", "N", "H", "H", "H", "C", "H", "C", "C", "C", "H", "H", "C", "C", "C", "C", "H", "H", "H", "H", "C", "H", "C", "H", "H", "H", "H", "H", "H", "C", "C", "H", "H", "C", "H", "C"],
  "positions_angstrom": [[3.908, 5.001, 2.358], [-0.232, -2.925, -2.466], [5.292, 3.891, 0.545], [0.070, -0.937, 2.287], [-1.844, -3.570, 1.125], [1.455, -1.398, 2.553], [-0.649, -5.918, -0.750], [-2.134, 2.765, -1.627], [-4.116, -0.614, 0.909], [-2.595, 4.092, -1.859], [-1.995, -2.450, -2.157], [2.332, 4.130, -0.558], [4.664, 3.466, -0.599], [1.651, -1.488, 3.634], [0.386, -3.135, -0.768], [3.455, 4.766, 3.328], [-1.984, -8.434, 0.949], [7.424, 3.964, -1.198], [0.956, -4.194, -2.047], [-0.841, -0.521, -0.520], [-0.133, 2.491, 2.772], [-1.787, 0.409, 2.207], [-1.081, -3.231, 1.842], [-0.409, 4.894, -4.209], [6.063, 5.799, 0.082], [7.671, 4.401, -0.230], [-4.877, -3.623, -3.357], [-4.791, -3.755, -0.290], [-2.802, -3.512, -2.449], [-2.270, 2.366, 2.955], [-4.066, -3.033, -2.916], [1.338, 1.528, -0.263], [0.862, 1.461, 3.824], [8.299, 5.287, -0.378], [-0.389, 0.394, 2.426], [-5.461, -5.403, -0.368], [-0.894, 2.755, -3.679], [-1.515, 0.875, -2.778], [5.215, 3.567, -1.747], [-2.417, -4.622, -1.744], [2.679, 1.747, -0.390], [0.437, -6.141, -0.617], [2.206, -0.703, 2.146], [1.288, 1.670, 2.128], [-1.633, -6.816, -0.313], [0.044, -3.690, -1.684], [3.104, 5.281, 1.669], [-2.202, -0.913, 1.863], [-3.398, -5.302, -1.025], [-3.586, -1.352, 1.535], [-1.704, 4.763, -2.555], [-0.926, 4.152, -3.580], [-1.203, -8.868, -0.555], [0.266, 4.739, -0.383], [3.206, 3.041, -0.500], [-0.541, 2.428, -0.055], [-0.371, 2.369, -4.580], [-2.513, -1.375, -2.703], [8.241, 3.691, 0.376], [-3.753, -7.146, 0.047], [-3.596, -2.304, 0.983], [-1.247, -8.121, 0.229], [1.645, -2.383, 2.111], [0.535, 2.600, -0.216], [0.976, 3.917, -0.382], [-2.659, 1.605, 2.254], [-0.274, -8.066, 0.692], [-2.714, 2.059, 1.267], [0.441, 1.559, 2.813], [-1.461, 1.975, -2.604], [-3.882, -1.639, -2.843], [-2.985, -6.474, -0.380], [2.736, 5.125, -0.742], [5.537, 3.639, 2.553], [4.578, 5.856, 2.500], [-1.335, -3.691, 2.815], [-3.002, 2.816, -0.428], [-4.629, -0.885, -3.071], [-4.776, -4.702, -0.880], [-4.190, -1.509, 2.450], [-0.114, -3.645, 1.519], [-5.274, -4.497, -1.844], [-1.673, 5.831, -2.242], [-3.407, 1.632, -0.753], [6.669, 5.016, 1.554], [-1.054, -1.756, 1.958], [4.682, 3.779, 1.886], [3.312, 0.858, -0.416], [4.061, 2.873, 1.925], [-1.031, -4.748, -1.409], [-3.690, 1.322, 2.535], [6.418, 4.841, 0.501]],
  "total_charge": -2,
  "lumo_energy_ha": [0.14039, 0.14062],
  "e_homo_ha": [0.068, 0.070],
  "de_lowest_kcal_mol": 64.5
}

***

Record 5
{
  "formula": "C6H9N2OS",
  "method": "the ωB97M-V functional and the def2-TZVPD basis",
  "symbols": ["C", "C", "S", "C", "N", "H", "C", "H", "O", "H", "H", "N", "H", "H", "H", "H", "C", "H", "C"],
  "positions_angstrom": [[0.564, -1.336, 0.735], [1.337, 1.908, 0.492], [1.828, 1.902, 2.076], [-1.552, -0.116, 0.930], [1.340, 2.476, -1.597], [0.459, -1.188, -1.949], [-0.574, -1.070, -1.407], [-1.346, 0.388, 1.802], [0.421, 1.449, -1.524], [0.007, -2.204, 0.752], [1.607, -1.489, 0.227], [1.820, 2.699, -0.474], [-2.369, 0.500, 0.379], [-2.056, -1.058, 1.335], [0.741, -0.970, 1.683], [-1.067, -2.080, -1.287], [-0.298, -0.416, 0.035], [-1.206, -0.346, -1.958], [0.343, 0.951, -0.250]],
  "total_charge": -1,
  "smiles": "CC(C)(C)c1onnc1[S-]",
  "lumo_energy_ha": 0.12481,
  "e_homo_ha": -0.096
}

***

Record 6
{
  "formula": "C5H8N2",
  "method": "the ωB97M-V functional and the def2-TZVPD basis",
  "symbols": ["N", "H", "C", "H", "H", "C", "H", "H", "H", "H", "C", "N", "H", "C", "C"],
  "positions_angstrom": [[1.053, 0.785, -0.785], [-1.144, 0.449, 1.755], [-0.804, 0.314, -2.251], [-0.487, 1.944, 1.032], [1.999, 0.492, -0.531], [-0.274, 0.900, 1.265], [0.577, 0.851, 1.949], [-2.114, -0.263, -0.564], [0.659, -1.916, -0.586], [1.241, -1.352, 0.996], [0.385, -1.352, 0.309], [0.349, 0.719, -2.499], [-0.446, -1.860, 0.809], [-1.133, 0.025, -0.932], [0.047, 0.144, -0.037]],
  "lumo_energy_ha": [-0.02665, -0.05408],
  "e_homo_ha": [-0.344, -0.307],
  "de_lowest_kcal_mol": 127.5
}

***

Record 7
{
  "formula": "C47H38ClN2O5SbSe4V",
  "method": "the ωB97M-V functional and the def2-TZVPD basis",
  "symbols": ["C", "H", "C", "Sb", "H", "C", "C", "O", "C", "H", "C", "C", "C", "C", "C", "C", "N", "C", "H", "H", "H", "C", "C", "C", "O", "H", "C", "C", "O", "V", "H", "C", "H", "C", "Se", "H", "H", "C", "H", "H", "Cl", "C", "H", "H", "H", "H", "Se", "C", "H", "C", "C", "C", "C", "C", "H", "C", "H", "Se", "H", "C", "C", "H", "C", "H", "O", "C", "C", "H", "H", "C", "O", "H", "Se", "H", "H", "H", "C", "C", "C", "C", "H", "C", "H", "C", "H", "C", "H", "H", "C", "H", "N", "C", "H", "H", "C", "C", "C", "H", "C"],
  "positions_angstrom": [[2.907, 1.755, 2.435], [7.034, -2.813, -1.498], [-2.064, 1.686, -1.071], [-1.331, -3.486, -0.606], [0.603, -4.582, 4.299], [6.737, -2.431, -0.523], [5.232, -2.608, -0.339], [4.569, -2.139, -1.496], [5.267, 1.182, 3.746], [1.858, -3.036, 0.553], [-3.676, 0.180, -0.380], [2.733, -2.371, -5.672], [3.291, 1.338, -3.758], [3.508, 2.725, 3.226], [0.269, 2.351, -0.895], [0.411, 3.283, -3.478], [-2.320, 0.676, 1.570], [-4.804, -0.416, -0.891], [3.985, -0.883, -4.800], [3.802, -4.203, 0.038], [0.212, -4.005, -4.092], [2.479, -1.557, -3.416], [1.103, -3.805, 3.738], [3.387, -1.486, -1.096], [1.676, 0.060, -1.786], [0.734, -4.764, 1.848], [1.787, -2.905, 1.625], [1.657, -2.704, 4.368], [4.801, -1.755, 0.730], [0.751, 0.397, -0.431], [-6.618, -1.488, -0.501], [2.332, -1.777, 2.241], [4.291, 0.123, 0.035], [1.026, -3.314, -4.279], [-0.234, -1.312, -0.440], [6.193, 0.960, 4.259], [-4.946, -0.435, -1.962], [2.248, -1.689, 3.629], [5.147, 3.185, 4.520], [6.900, 1.803, -2.522], [0.512, 3.945, -5.083], [-3.970, -0.874, 3.185], [-2.349, 2.346, -0.236], [2.373, 3.978, -2.962], [-1.570, 2.493, -3.765], [5.971, 3.348, -4.215], [-2.952, -3.586, -2.419], [3.791, 0.482, -2.779], [5.299, -4.716, -0.750], [5.102, 0.653, -2.353], [4.670, 0.215, 2.956], [-2.762, -0.436, 3.643], [-0.743, 2.630, -3.083], [1.441, -2.470, -3.264], [5.294, -4.291, 0.979], [1.444, 2.966, -1.339], [3.242, -2.316, -6.627], [-2.324, -4.607, 1.321], [2.643, -0.824, 4.145], [3.142, -1.539, -4.641], [3.471, 0.494, 2.305], [1.351, -3.875, -6.323], [-1.976, 0.355, 2.793], [6.985, -1.372, -0.458], [1.700, -0.006, 0.808], [2.817, -0.568, 1.425], [-5.742, -1.039, -0.056], [1.977, 2.009, 1.941], [2.285, 1.182, -4.128], [1.668, -3.243, -5.504], [0.176, 1.841, 0.304], [0.925, -2.535, -2.317], [0.267, -5.241, -1.178], [-4.599, -1.524, 3.777], [5.116, -0.762, 2.834], [-6.177, -1.715, 1.928], [-5.517, -1.150, 1.285], [1.487, 3.468, -2.618], [3.829, -0.855, 0.260], [5.879, 1.685, -2.863], [1.615, -2.611, 5.447], [1.171, -3.909, 2.357], [2.607, -2.240, -0.918], [2.843, -0.598, -2.264], [7.264, -2.962, 0.267], [4.686, 2.435, 3.892], [3.667, 2.992, -5.059], [3.047, 3.700, 3.318], [-3.449, 0.140, 1.044], [5.546, -0.034, -1.652], [-2.674, 0.610, -1.279], [4.880, -4.050, 0.001], [2.280, 3.047, -0.652], [-2.387, -0.722, 4.615], [-0.834, 2.182, -1.774], [5.365, 2.542, -3.821], [4.070, 2.355, -4.281], [-0.999, 0.714, 3.123], [-4.350, -0.601, 1.853]],
  "total_charge": -1,
  "lumo_energy_ha": 0.02731,
  "e_homo_ha": -0.135,
  "de_lowest_kcal_mol": 114.7
}

***

Record 8
{
  "formula": "C5H7O4S",
  "method": "the ωB97M-V functional and the def2-TZVPD basis",
  "symbols": ["H", "H", "C", "O", "C", "O", "H", "C", "C", "C", "O", "H", "H", "H", "S", "O", "H"],
  "positions_angstrom": [[-1.101, -0.465, 1.307], [-0.263, 2.187, 0.305], [-0.575, 0.383, 1.387], [-2.112, 1.669, -0.216], [1.716, -0.493, 0.145], [3.685, 0.453, 1.218], [-0.293, 0.792, 2.305], [-1.202, 1.064, -1.085], [1.713, -1.768, 0.055], [-0.790, 1.339, 0.286], [3.743, -0.094, -1.186], [-0.884, 1.719, -1.794], [-1.292, 0.054, -1.551], [2.530, -2.419, -0.553], [3.050, 0.587, -0.093], [2.440, 1.859, -0.499], [0.891, -2.453, 0.452]],
  "multiplicity": 3,
  "total_charge": -1,
  "lumo_energy_ha": [0.13278, 0.07612],
  "e_homo_ha": [-0.148, -0.197],
  "de_lowest_kcal_mol": 2.6
}